# C32H90N6O14

10 unconnected molecules or ions with the total composition C32H90N6O14 (the ωB97M-V functional and the def2-TZVPD basis, OMol25).

## Properties
E	-2654.50127	Ha
Kohn-Sham gap (spin up / spin down)	8.096 / 1.785	eV
LUMO level (spin up / spin down)	-0.0896 / -0.3215	Eh
ΔE to the lowest compared entry with this formula, charge and spin	14.81	kcal per mole
HOMO energy (spin up / spin down)	-10.534 / -10.534	eV
net charge	+1
2S+1	2

Atoms and positions in Å:
1 C -0.336 2.987 0.600
2 C -1.083 4.310 0.818
3 C -2.026 4.628 -0.346
4 O -1.436 4.641 -1.722
5 C -0.271 5.386 -1.825
6 N -1.670 4.370 2.126
7 H 0.396 2.887 1.402
8 H 0.166 2.909 -0.364
9 H -1.082 2.197 0.516
10 H -0.314 5.081 0.767
11 H -2.510 5.584 -0.146
12 H -2.747 3.820 -0.470
13 H 0.654 4.952 -1.444
14 H -0.544 6.344 -1.383
15 H -0.025 5.692 -2.842
16 H -0.994 4.102 2.826
17 H -1.702 5.376 2.215
18 C -3.819 -5.198 -2.357
19 C -2.602 -5.380 -3.232
20 C -2.458 -4.362 -4.446
21 O -2.212 -3.049 -3.858
22 C -2.420 -1.955 -4.815
23 N -1.387 -5.397 -2.384
24 H -3.827 -4.163 -2.015
25 H -3.716 -5.710 -1.401
26 H -4.810 -5.369 -2.779
27 H -2.828 -6.303 -3.767
28 H -3.392 -4.318 -5.006
29 H -1.578 -4.627 -5.033
30 H -1.631 -2.087 -5.556
31 H -2.237 -1.011 -4.302
32 H -3.404 -1.977 -5.283
33 H -0.609 -5.835 -2.856
34 H -1.114 -4.429 -2.285
35 C -1.763 2.539 -3.953
36 C -2.612 3.303 -4.897
37 C -3.965 2.556 -5.123
38 O -3.820 1.137 -5.426
39 C -5.077 0.569 -5.747
40 N -2.819 4.595 -4.340
41 H -0.895 3.133 -3.669
42 H -1.473 1.571 -4.361
43 H -2.254 2.207 -3.038
44 H -2.140 3.398 -5.875
45 H -4.467 3.123 -5.907
46 H -4.671 2.637 -4.296
47 H -4.913 -0.410 -6.197
48 H -5.558 1.185 -6.508
49 H -5.727 0.351 -4.900
50 H -3.819 4.743 -4.328
51 H -2.523 4.586 -3.374
52 C 2.581 5.598 4.792
53 C 2.608 4.249 4.063
54 C 2.920 4.453 2.530
55 O 2.858 3.166 1.827
56 C 3.370 3.264 0.466
57 N 3.649 3.506 4.825
58 H 1.628 6.080 4.574
59 H 3.365 6.282 4.467
60 H 2.665 5.580 5.878
61 H 1.661 3.709 4.070
62 H 3.835 5.012 2.332
63 H 2.119 5.094 2.162
64 H 2.517 3.196 -0.209
65 H 4.059 2.467 0.187
66 H 3.858 4.212 0.239
67 H 4.552 3.948 4.919
68 H 3.823 2.655 4.310
69 C 4.920 -1.159 7.025
70 C 4.648 -0.550 5.647
71 C 5.589 -0.953 4.541
72 O 5.145 -0.381 3.294
73 C 6.097 -0.371 2.296
74 N 3.239 -0.707 5.281
75 H 4.644 -2.213 7.071
76 H 4.425 -0.594 7.815
77 H 5.962 -1.179 7.344
78 H 4.663 0.538 5.708
79 H 5.483 -2.032 4.420
80 H 6.622 -0.782 4.846
81 H 6.832 0.421 2.441
82 H 5.734 -0.276 1.273
83 H 6.695 -1.277 2.198
84 H 2.802 -1.608 5.411
85 H 3.374 -0.653 4.281
86 C -0.284 -0.157 -1.704
87 C -0.098 -1.493 -0.943
88 C 0.547 -1.219 0.471
89 O 1.863 -0.683 0.318
90 C 2.306 -0.109 1.521
91 N -1.369 -2.127 -0.900
92 H 0.620 0.437 -1.838
93 H -0.980 0.535 -1.227
94 H -0.699 -0.379 -2.687
95 H 0.580 -1.957 -1.659
96 H 0.645 -2.155 1.020
97 H -0.164 -0.564 0.974
98 H 2.254 -0.693 2.440
99 H 1.859 0.827 1.855
100 H 3.382 0.066 1.523
101 H -1.684 -2.269 -1.849
102 H -2.019 -1.446 -0.534
103 C 0.699 -6.101 0.780
104 C -0.665 -5.486 1.103
105 O -1.742 -6.014 0.321
106 O 0.741 -7.431 1.191
107 H 1.469 -5.513 1.278
108 H 0.835 -6.173 -0.299
109 H -0.563 -4.401 1.063
110 H -0.845 -5.620 2.170
111 H -1.531 -5.778 -0.585
112 H 1.571 -7.767 0.843
113 C -3.980 0.080 -0.032
114 C -4.714 1.414 0.202
115 O -5.194 1.497 1.590
116 O -2.929 -0.099 0.895
117 H -3.597 -0.017 -1.048
118 H -4.720 -0.715 0.061
119 H -5.577 1.513 -0.456
120 H -4.075 2.254 -0.069
121 H -4.466 1.695 2.184
122 H -3.199 0.398 1.671
123 C 5.696 -1.118 -2.592
124 C 4.344 -1.295 -1.802
125 O 3.892 0.067 -1.464
126 O 6.622 -0.429 -1.759
127 H 5.524 -0.554 -3.508
128 H 6.013 -2.149 -2.748
129 H 4.485 -1.886 -0.897
130 H 3.663 -1.786 -2.498
131 H 3.229 -0.084 -0.787
132 H 6.273 0.450 -1.594
133 C -3.658 -2.578 2.852
134 C -3.901 -3.646 1.741
135 O -3.685 -3.183 0.413
136 O -2.305 -2.191 2.801
137 H -3.837 -3.070 3.808
138 H -4.251 -1.675 2.714
139 H -4.961 -3.900 1.754
140 H -3.344 -4.576 1.852
141 H -2.732 -3.124 0.312
142 H -2.218 -1.633 2.025

---

# C32H92N8O10

10 unconnected molecules or ions with the total composition C32H92N8O10 (the ωB97M-V functional and the def2-TZVPD basis, OMol25).

## Properties
E	-2464.65874	Ha
Kohn-Sham gap	9.773	eV
SMILES	COC[C@H](C)N.COC[C@H](C)N.COC[C@H](C)N.COC[C@H](C)N.COC[C@H](C)N.COC[C@H](C)N.COC[C@H](C)N.COC[C@H](C)N.O.O
LUMO level	0.0205	Eh
ΔE to the lowest compared entry with this formula, charge and spin	51.18	kcal per mole
HOMO energy	-9.214	eV
net charge	0

Atoms and positions in Å:
1 C 3.265 2.808 -0.242
2 O 3.786 3.527 0.885
3 C 2.933 4.496 1.485
4 C 3.684 5.289 2.547
5 C 2.833 6.271 3.377
6 N 4.756 6.135 1.907
7 H 2.260 2.399 -0.103
8 H 3.925 1.945 -0.294
9 H 3.188 3.407 -1.150
10 H 2.509 5.165 0.733
11 H 2.117 4.005 2.024
12 H 4.120 4.635 3.306
13 H 2.219 6.857 2.690
14 H 3.479 6.994 3.872
15 H 2.165 5.762 4.071
16 H 5.487 5.526 1.554
17 H 5.251 6.596 2.663
18 C -3.265 -0.407 0.346
19 O -2.821 -0.648 1.694
20 C -3.833 -1.099 2.597
21 C -4.945 -0.083 2.834
22 C -4.456 1.241 3.405
23 N -5.898 -0.622 3.786
24 H -3.727 -1.220 -0.214
25 H -2.371 -0.051 -0.166
26 H -3.926 0.461 0.278
27 H -4.288 -2.013 2.204
28 H -3.372 -1.357 3.551
29 H -5.496 0.104 1.908
30 H -5.246 1.990 3.476
31 H -3.716 1.697 2.742
32 H -4.029 1.119 4.400
33 H -5.981 -1.620 3.630
34 H -6.800 -0.215 3.578
35 C 2.945 -4.919 1.324
36 O 1.648 -4.440 1.577
37 C 1.540 -3.024 1.509
38 C 0.036 -2.660 1.667
39 C -0.854 -3.263 0.553
40 N -0.079 -1.216 1.592
41 H 3.513 -4.874 2.256
42 H 3.422 -4.405 0.487
43 H 2.843 -5.977 1.079
44 H 2.171 -2.463 2.205
45 H 1.885 -2.657 0.535
46 H -0.359 -3.087 2.595
47 H -0.647 -2.689 -0.352
48 H -1.902 -3.216 0.846
49 H -0.536 -4.289 0.366
50 H -1.020 -0.870 1.754
51 H 0.483 -0.808 2.341
52 C -1.697 -2.298 -7.114
53 O -0.840 -1.193 -6.837
54 C 0.075 -1.503 -5.829
55 C 0.999 -0.274 -5.707
56 C 2.346 -0.448 -6.429
57 N 1.221 0.006 -4.276
58 H -2.437 -2.093 -7.887
59 H -2.224 -2.718 -6.253
60 H -1.231 -3.199 -7.530
61 H -0.428 -1.716 -4.885
62 H 0.737 -2.290 -6.204
63 H 0.400 0.498 -6.192
64 H 3.109 0.234 -6.049
65 H 2.257 -0.259 -7.499
66 H 2.762 -1.443 -6.257
67 H 1.928 0.733 -4.277
68 H 1.716 -0.802 -3.908
69 C 2.131 -3.564 -2.468
70 O 2.655 -2.321 -2.940
71 C 4.077 -2.318 -3.079
72 C 4.847 -1.941 -1.824
73 C 4.420 -0.538 -1.342
74 N 6.243 -1.750 -2.238
75 H 2.501 -4.414 -3.044
76 H 1.044 -3.517 -2.512
77 H 2.472 -3.670 -1.436
78 H 4.445 -3.265 -3.480
79 H 4.227 -1.557 -3.848
80 H 4.663 -2.672 -1.036
81 H 4.412 0.268 -2.074
82 H 4.997 -0.276 -0.452
83 H 3.431 -0.606 -0.877
84 H 6.727 -1.245 -1.509
85 H 6.238 -1.172 -3.068
86 C -2.167 -2.039 -2.947
87 O -2.140 -3.386 -3.266
88 C -3.396 -4.004 -3.553
89 C -4.388 -4.090 -2.401
90 C -3.963 -5.237 -1.454
91 N -5.780 -4.315 -2.836
92 H -2.284 -1.480 -3.879
93 H -1.274 -1.688 -2.427
94 H -2.951 -1.789 -2.227
95 H -3.916 -3.577 -4.417
96 H -3.159 -5.018 -3.876
97 H -4.304 -3.143 -1.867
98 H -4.659 -5.270 -0.614
99 H -2.961 -5.076 -1.054
100 H -3.999 -6.194 -1.975
101 H -5.875 -5.054 -3.528
102 H -6.277 -4.814 -2.106
103 C -0.893 2.457 0.822
104 O -1.135 3.849 0.683
105 C -1.485 4.475 1.896
106 C -2.334 5.718 1.661
107 C -1.669 6.822 0.802
108 N -2.642 6.352 2.962
109 H -1.770 1.895 1.155
110 H -0.046 2.270 1.486
111 H -0.691 2.056 -0.168
112 H -1.879 3.853 2.705
113 H -0.620 4.907 2.419
114 H -3.293 5.378 1.258
115 H -0.683 7.127 1.160
116 H -2.195 7.777 0.754
117 H -1.520 6.480 -0.223
118 H -3.360 5.802 3.418
119 H -3.077 7.215 2.661
120 C 2.648 0.579 2.526
121 O 1.720 -0.054 3.359
122 C 1.579 0.433 4.668
123 C 0.303 -0.054 5.462
124 C -0.981 0.506 4.739
125 N 0.357 0.576 6.761
126 H 2.478 1.643 2.340
127 H 2.677 0.042 1.579
128 H 3.578 0.526 3.101
129 H 2.417 0.151 5.311
130 H 1.491 1.524 4.685
131 H 0.332 -1.138 5.569
132 H -1.864 -0.100 4.953
133 H -0.903 0.561 3.652
134 H -1.208 1.485 5.159
135 H -0.389 0.236 7.355
136 H 0.123 1.550 6.621
137 O -0.750 1.472 -2.586
138 H -0.552 0.919 -3.348
139 H -0.126 1.178 -1.912
140 O 1.032 -0.029 -0.775
141 H 1.135 -0.647 -1.506
142 H 0.569 -0.535 -0.084